No. 1
Computed, not measured: a structure of composition C63H143Hg2N12O21, with ωB97M-V/def2-TZVPD.

The geometry in XYZ format:
```
241
Properties=species:S:1:pos:R:3:lowdin_charge:R:1
Hg 27.059 3.021 -5.028 1.2304
Hg 29.693 -4.567 -8.513 1.2040
C 32.617 -8.385 -7.490 -0.0636
C 31.169 -7.728 -7.176 -0.5551
C 30.997 -7.737 -5.672 -0.0901
O 30.979 -6.472 -7.849 -0.3875
H 33.045 -8.185 -8.473 0.0546
H 32.547 -9.468 -7.384 0.0575
H 33.401 -8.046 -6.813 0.0346
H 30.510 -8.509 -7.557 0.0897
H 31.445 -8.630 -5.236 0.0693
H 29.948 -7.868 -5.409 0.0611
H 31.515 -6.905 -5.196 0.0562
C 25.304 6.154 -2.225 -0.0196
C 26.123 5.180 -3.003 -0.3666
C 27.298 5.784 -3.926 -0.3619
O 27.832 5.079 -4.747 -0.1126
C 27.597 7.183 -3.807 -0.0285
C 27.022 7.945 -2.889 -0.4044
C 25.858 7.387 -2.033 -0.3601
O 25.409 7.998 -0.979 -0.0774
O 27.273 9.185 -2.960 -0.0272
O 25.897 3.997 -3.118 -0.0984
H 24.557 5.655 -1.626 0.0929
H 28.402 7.554 -4.423 0.1034
C 27.727 -0.547 -7.611 -0.0243
C 27.694 0.707 -7.013 -0.3813
C 28.962 1.560 -7.005 -0.3101
O 28.930 2.634 -6.441 -0.0384
C 30.198 1.001 -7.604 0.0263
C 30.186 -0.261 -8.155 -0.3129
C 28.888 -1.044 -8.165 -0.2873
O 28.786 -2.286 -8.568 -0.1283
O 31.297 -0.625 -8.755 -0.1126
O 26.710 1.124 -6.442 -0.0461
H 26.808 -1.105 -7.502 0.1084
H 31.137 1.533 -7.630 0.0896
C 26.646 -1.605 -3.842 -0.0534
C 25.625 -0.500 -3.889 -0.4304
C 24.332 -0.889 -3.185 -0.1517
O 23.596 0.308 -2.811 -0.1898
C 22.638 0.049 -1.894 -0.1536
N 26.207 0.711 -3.310 0.0801
H 27.550 -1.168 -4.265 0.0744
H 26.499 -2.529 -4.401 0.0714
H 26.810 -1.812 -2.784 0.0694
H 25.423 -0.326 -4.946 0.1071
H 24.520 -1.586 -2.368 0.1194
H 23.738 -1.466 -3.894 0.1272
H 21.687 0.465 -2.225 0.0877
H 22.818 0.698 -1.038 0.0932
H 22.518 -0.995 -1.606 0.0896
H 27.046 0.470 -2.801 0.0390
H 25.479 1.021 -2.683 0.0725
C 31.114 2.141 -3.903 -0.0454
C 29.918 1.346 -3.462 -0.3837
C 30.044 0.560 -2.143 -0.1832
O 28.881 -0.210 -2.021 -0.2350
C 28.835 -1.146 -0.970 -0.0884
N 28.819 2.343 -3.431 0.0405
H 31.432 2.821 -3.113 0.0943
H 31.029 2.809 -4.760 0.0494
H 31.983 1.534 -4.158 0.0801
H 29.660 0.602 -4.216 0.1271
H 30.333 1.135 -1.264 0.1413
H 30.860 -0.123 -2.382 0.1036
H 29.234 -0.682 -0.069 0.0921
H 29.493 -1.968 -1.253 0.0798
H 27.906 -1.645 -0.692 0.0890
H 29.243 3.167 -3.029 0.0897
H 28.419 2.024 -2.560 0.0644
C 36.056 1.259 -9.109 -0.0515
C 34.956 0.337 -8.590 -0.4111
C 34.623 0.623 -7.112 -0.1633
O 35.644 0.264 -6.178 -0.1752
C 35.988 -1.045 -5.959 -0.1386
N 33.794 0.461 -9.493 0.0657
H 36.381 0.974 -10.110 0.0703
H 36.928 1.070 -8.483 0.0747
H 35.773 2.311 -9.159 0.0799
H 35.284 -0.702 -8.646 0.1147
H 33.659 0.167 -6.887 0.1176
H 34.488 1.705 -7.124 0.1066
H 36.489 -0.984 -4.993 0.0998
H 36.434 -1.555 -6.813 0.0819
H 35.142 -1.676 -5.688 0.0614
H 33.068 -0.114 -9.090 0.0166
H 33.282 1.322 -9.364 0.0570
C 24.963 -1.760 -10.861 -0.0315
C 25.818 -0.437 -10.822 -0.4372
C 25.863 0.282 -12.214 -0.1240
O 26.784 -0.327 -13.173 -0.2039
C 28.173 -0.168 -13.061 -0.1312
N 25.435 0.414 -9.751 0.0543
H 25.435 -2.376 -11.626 0.0624
H 23.927 -1.562 -11.136 0.0725
H 24.913 -2.246 -9.887 0.0552
H 26.865 -0.684 -10.646 0.1098
H 26.148 1.333 -12.178 0.1045
H 24.877 0.215 -12.673 0.1178
H 28.641 -0.895 -13.725 0.0814
H 28.605 -0.202 -12.061 0.0849
H 28.467 0.720 -13.622 0.0713
H 25.360 -0.241 -8.986 0.0515
H 26.283 0.937 -9.585 0.0694
C 35.356 -5.394 -9.403 -0.0503
C 34.767 -5.047 -7.990 -0.3900
C 35.720 -5.555 -6.883 -0.1808
O 35.203 -4.933 -5.729 -0.2412
C 34.171 -5.528 -4.837 -0.0185
N 34.499 -3.627 -7.920 0.0529
H 35.273 -6.438 -9.706 0.0661
H 36.444 -5.381 -9.459 0.0733
H 34.819 -4.948 -10.240 0.0542
H 33.777 -5.485 -7.859 0.1174
H 36.778 -5.297 -6.920 0.1247
H 35.729 -6.639 -6.766 0.1185
H 33.968 -6.584 -5.018 0.0724
H 33.244 -4.992 -5.041 0.0598
H 34.521 -5.263 -3.839 0.0810
H 34.680 -3.402 -6.952 0.0454
H 35.252 -3.130 -8.374 0.0721
C 30.017 6.474 -7.192 -0.0176
C 30.968 5.303 -7.659 -0.4340
C 31.604 4.674 -6.418 -0.1688
O 32.809 5.373 -5.982 -0.1588
C 34.010 4.631 -6.237 -0.1124
N 30.231 4.418 -8.422 0.0543
H 29.467 6.339 -6.261 0.0575
H 29.359 6.780 -8.006 0.0694
H 30.606 7.383 -7.071 0.0753
H 31.753 5.685 -8.311 0.1328
H 31.768 3.613 -6.603 0.0946
H 30.908 4.755 -5.583 0.1185
H 33.983 4.233 -7.251 0.0686
H 34.164 3.721 -5.657 0.0684
H 34.973 5.118 -6.084 0.0846
H 30.658 3.594 -8.024 0.0401
H 29.334 4.339 -7.964 0.0522
C 23.606 4.715 -5.327 -0.0321
C 23.863 3.366 -6.020 -0.4340
C 24.477 3.698 -7.328 -0.2069
O 25.836 4.133 -7.188 -0.2107
C 26.243 4.756 -8.375 -0.1055
N 24.612 2.447 -5.238 0.0369
H 23.322 4.652 -4.276 0.0775
H 22.834 5.356 -5.753 0.0810
H 24.540 5.275 -5.384 0.0797
H 22.916 2.879 -6.254 0.1373
H 23.857 4.431 -7.844 0.1298
H 24.429 2.805 -7.951 0.1192
H 26.143 4.120 -9.254 0.0660
H 27.328 4.855 -8.388 0.0665
H 25.714 5.679 -8.612 0.1038
H 24.065 2.200 -4.426 0.0849
H 24.826 1.604 -5.751 0.0550
C 27.132 -8.287 -9.406 -0.0564
C 27.325 -6.845 -8.971 -0.3592
C 27.490 -6.460 -7.419 -0.0808
O 27.665 -4.984 -7.530 -0.3277
C 26.551 -4.180 -7.263 -0.0950
N 28.634 -6.483 -9.525 -0.0030
H 26.247 -8.751 -8.971 0.0761
H 28.004 -8.885 -9.145 0.0814
H 26.969 -8.276 -10.484 0.0819
H 26.567 -6.195 -9.409 0.1390
H 28.409 -6.848 -6.980 0.0950
H 26.645 -6.839 -6.844 0.1222
H 25.698 -4.657 -6.782 0.0965
H 26.212 -3.774 -8.216 0.0809
H 26.911 -3.366 -6.634 0.0687
H 28.508 -6.461 -10.526 0.0869
H 29.323 -7.210 -9.394 0.0688
C 29.285 -4.440 -4.445 -0.0325
C 29.960 -3.242 -5.171 -0.3618
C 30.777 -2.377 -4.190 -0.1491
O 31.922 -3.171 -3.827 -0.2057
C 32.978 -2.526 -3.110 -0.0846
N 30.657 -3.803 -6.344 0.0443
H 28.507 -4.042 -3.793 0.0612
H 29.943 -4.934 -3.731 0.0799
H 28.770 -5.166 -5.075 0.0638
H 29.172 -2.609 -5.578 0.1129
H 30.113 -2.027 -3.399 0.1010
H 31.215 -1.551 -4.751 0.1262
H 33.549 -1.779 -3.661 0.0783
H 33.741 -3.190 -2.704 0.0799
H 32.519 -2.006 -2.269 0.0754
H 31.486 -3.244 -6.488 0.0770
H 31.083 -4.671 -6.051 0.0425
C 31.978 -5.307 -10.957 -0.0498
C 31.801 -3.842 -10.608 -0.3750
C 30.504 -3.238 -11.367 -0.1853
O 29.414 -3.904 -10.861 -0.2968
C 28.310 -3.726 -11.724 -0.0684
N 31.770 -3.579 -9.176 0.0381
H 31.248 -5.979 -10.507 0.0544
H 32.991 -5.606 -10.686 0.0490
H 32.026 -5.346 -12.045 0.0839
H 32.686 -3.307 -10.954 0.1347
H 30.611 -3.284 -12.451 0.1299
H 30.446 -2.225 -10.969 0.1165
H 28.323 -2.677 -12.020 0.0719
H 27.353 -4.042 -11.309 0.0871
H 28.473 -4.310 -12.629 0.0950
H 31.795 -2.574 -9.078 0.0472
H 32.671 -3.758 -8.757 0.0348
C 32.354 0.398 -13.718 -0.0599
C 33.329 1.363 -13.062 -0.4310
C 32.754 2.422 -12.051 -0.1463
O 33.840 3.380 -11.775 -0.2362
C 33.441 4.694 -11.266 -0.0673
N 34.448 0.664 -12.461 0.0367
H 31.514 1.028 -14.009 0.0614
H 31.908 -0.306 -13.016 0.0667
H 32.633 -0.067 -14.663 0.0767
H 33.696 2.005 -13.862 0.1252
H 32.439 2.030 -11.084 0.1053
H 32.034 2.960 -12.667 0.1041
H 33.597 5.346 -12.125 0.0847
H 34.088 5.096 -10.486 0.0694
H 32.460 4.577 -10.807 0.0527
H 34.685 1.246 -11.670 0.0184
H 34.112 -0.193 -12.044 0.0460
C 28.003 4.028 -11.034 -0.0592
C 29.161 4.243 -12.048 -0.4088
C 28.827 4.545 -13.496 -0.1671
O 27.969 3.475 -14.006 -0.1769
C 27.756 3.606 -15.355 -0.1647
N 29.995 5.311 -11.423 0.0401
H 27.302 4.859 -11.112 0.0830
H 28.433 3.864 -10.046 0.0530
H 27.344 3.262 -11.445 0.0544
H 29.740 3.321 -12.105 0.1179
H 29.813 4.560 -13.962 0.1227
H 28.407 5.547 -13.406 0.1278
H 28.709 3.433 -15.856 0.0790
H 27.539 4.601 -15.744 0.0830
H 27.053 2.910 -15.813 0.0890
H 29.444 6.099 -11.112 0.0648
H 30.231 4.949 -10.510 0.0082
```

Results
* energy: -136865.012 eV
* net charge: -1

---

No. 2
Computed, not measured: a cluster of 13 separate species, C63H145N7O13 in total, with ωB97M-V/def2-TZVPD.

The geometry in XYZ format:
```
228
Properties=species:S:1:pos:R:3:mulliken_spin:R:1
C -0.550 -3.640 -4.597 0.0005
C 0.424 -2.867 -5.496 -0.0009
C 1.822 -2.808 -4.741 -0.0012
C 2.969 -2.204 -5.604 0.0004
C 3.159 -3.106 -6.830 -0.0001
C 1.862 -3.394 -7.645 0.0000
N 0.648 -3.570 -6.793 0.0000
O -0.493 -3.678 -7.591 0.0000
C 1.792 -2.345 -8.797 0.0000
C 2.201 -4.755 -8.219 0.0000
C -0.053 -1.369 -5.709 0.0000
H -1.459 -3.925 -5.126 0.0000
H -0.888 -3.011 -3.773 -0.0001
H -0.195 -4.537 -4.091 0.0005
H 1.492 -2.276 -3.848 -0.0011
H 2.191 -3.757 -4.352 0.0026
H 3.907 -2.110 -5.057 0.0000
H 2.615 -1.214 -5.890 0.0000
H 3.681 -3.977 -6.433 0.0000
H 3.973 -2.582 -7.331 0.0000
H 1.510 -1.326 -8.532 0.0000
H 2.705 -2.355 -9.393 0.0000
H 1.067 -2.657 -9.548 0.0000
H 2.147 -5.542 -7.467 0.0000
H 1.395 -5.010 -8.906 0.0000
H 3.183 -4.904 -8.669 0.0000
H 0.353 -0.889 -6.599 0.0000
H 0.021 -0.716 -4.839 0.0000
H -1.110 -1.473 -5.953 0.0000
H -0.778 -2.787 -7.807 0.0000
C 2.461 -9.058 -1.062 0.0537
C 3.024 -8.102 -0.015 -0.0456
C 4.535 -7.798 -0.325 0.0083
C 4.975 -6.375 0.165 -0.0086
C 4.086 -5.382 -0.646 -0.0094
C 2.535 -5.517 -0.313 -0.0893
N 2.125 -6.932 -0.160 0.7803
O 0.767 -7.113 0.115 0.0271
C 2.270 -4.707 1.013 0.1119
C 1.834 -4.891 -1.505 0.1151
C 3.066 -8.664 1.429 0.0711
H 2.703 -10.103 -0.870 0.0035
H 2.822 -8.796 -2.057 -0.0030
H 1.387 -8.986 -1.231 -0.0013
H 5.132 -8.577 0.149 -0.0014
H 4.704 -8.073 -1.366 0.0000
H 5.970 -6.257 -0.264 0.0006
H 5.029 -6.281 1.249 0.0004
H 4.358 -5.252 -1.693 0.0021
H 4.320 -4.380 -0.284 -0.0010
H 3.001 -5.169 1.677 -0.0138
H 2.433 -3.633 0.928 0.0099
H 1.249 -4.943 1.316 0.0003
H 2.150 -5.408 -2.410 -0.0089
H 0.757 -5.058 -1.531 -0.0019
H 1.951 -3.808 -1.472 -0.0080
H 3.603 -9.613 1.435 0.0026
H 2.127 -8.737 1.978 -0.0042
H 3.741 -8.037 2.013 -0.0040
H 0.477 -7.241 -0.791 0.0174
C -3.396 2.483 6.796 0.0000
C -3.899 2.159 5.391 0.0000
C -4.049 0.607 5.251 0.0000
C -4.838 0.080 4.103 0.0000
C -6.199 0.716 4.131 0.0000
C -6.157 2.241 4.062 0.0000
N -5.252 2.800 5.156 0.0000
O -5.173 4.142 5.251 0.0000
C -5.838 2.841 2.677 0.0000
C -7.622 2.684 4.530 0.0000
C -2.796 2.585 4.313 0.0000
H -2.622 1.835 7.208 0.0000
H -4.187 2.387 7.539 0.0000
H -2.968 3.480 6.905 0.0000
H -3.039 0.206 5.335 0.0000
H -4.605 0.262 6.123 0.0000
H -4.882 -1.007 4.166 0.0000
H -4.370 0.369 3.162 0.0000
H -6.673 0.227 4.982 0.0000
H -6.825 0.320 3.332 0.0000
H -5.134 3.671 2.629 0.0000
H -5.361 2.132 2.001 0.0000
H -6.703 3.228 2.138 0.0000
H -7.842 2.480 5.578 0.0000
H -7.871 3.720 4.302 0.0000
H -8.311 2.093 3.927 0.0000
H -3.157 2.113 3.400 0.0000
H -1.866 2.197 4.730 0.0000
H -2.754 3.673 4.274 0.0000
H -5.823 4.380 5.917 0.0000
C -3.403 5.135 -8.026 0.0000
C -1.890 4.963 -7.987 0.0000
C -1.104 6.235 -7.520 0.0000
C -0.998 6.481 -6.021 0.0000
C -0.430 5.180 -5.445 0.0000
C -1.244 3.903 -5.788 0.0000
N -1.333 3.766 -7.249 0.0000
O -1.992 2.665 -7.625 0.0000
C -0.338 2.765 -5.368 0.0000
C -2.489 3.891 -4.872 0.0000
C -1.320 4.771 -9.449 0.0000
H -3.769 5.240 -7.005 0.0000
H -3.996 4.257 -8.280 0.0000
H -3.804 5.988 -8.573 0.0000
H -0.041 6.099 -7.717 0.0000
H -1.471 7.218 -7.815 0.0000
H -1.980 6.620 -5.570 0.0000
H -0.276 7.271 -5.813 0.0000
H -0.353 5.253 -4.360 0.0000
H 0.620 5.122 -5.731 0.0000
H -0.163 2.712 -4.294 0.0000
H -0.537 1.742 -5.688 0.0000
H 0.673 2.792 -5.776 0.0000
H -3.069 4.737 -5.240 0.0000
H -3.076 2.993 -5.065 0.0000
H -2.236 3.995 -3.817 0.0000
H -0.235 4.712 -9.540 0.0000
H -1.558 5.665 -10.025 0.0000
H -1.737 3.892 -9.941 0.0000
H -1.299 2.046 -7.384 0.0000
C -3.136 1.645 0.143 0.0001
C -1.616 1.696 0.131 -0.0004
C -1.105 1.588 1.654 0.0003
C 0.379 1.280 1.784 -0.0002
C 0.602 0.042 0.926 0.0004
C 0.271 0.078 -0.574 -0.0011
N -1.136 0.589 -0.709 0.0000
O -1.631 0.594 -2.106 0.0001
C 1.335 1.066 -1.211 0.0000
C 0.406 -1.402 -1.176 0.0010
C -1.209 3.032 -0.513 -0.0002
H -3.596 0.805 0.664 0.0000
H -3.411 1.583 -0.910 0.0000
H -3.507 2.601 0.511 0.0000
H -1.299 2.443 2.301 0.0000
H -1.651 0.801 2.174 0.0001
H 0.631 1.094 2.828 0.0000
H 0.737 2.259 1.465 0.0000
H 0.121 -0.843 1.342 0.0002
H 1.672 -0.165 0.920 0.0001
H 0.950 1.662 -2.038 0.0000
H 1.839 1.768 -0.546 0.0000
H 2.102 0.490 -1.729 0.0000
H 1.382 -1.856 -1.004 -0.0024
H -0.349 -2.069 -0.760 0.0002
H 0.213 -1.434 -2.248 0.0001
H -1.673 3.926 -0.098 0.0000
H -1.424 3.087 -1.580 0.0002
H -0.124 3.135 -0.494 0.0000
H -2.319 -0.073 -2.044 0.0000
C 2.547 5.196 2.440 0.0000
C 3.510 5.624 3.632 0.0000
C 2.745 5.855 4.943 0.0000
C 2.175 4.582 5.648 0.0000
C 3.447 3.595 5.872 0.0000
C 4.090 3.245 4.411 0.0001
N 4.440 4.563 3.847 0.0000
O 5.483 4.481 2.934 0.0000
C 5.334 2.472 4.874 0.0000
C 3.116 2.428 3.676 0.0000
C 4.212 7.000 3.401 0.0000
H 3.060 4.583 1.699 0.0000
H 2.260 6.032 1.802 0.0000
H 1.651 4.612 2.647 0.0000
H 3.243 6.569 5.599 0.0000
H 1.771 6.260 4.669 0.0000
H 1.334 4.082 5.167 0.0000
H 1.643 4.873 6.554 0.0000
H 3.148 2.691 6.402 0.0000
H 4.057 4.169 6.570 0.0000
H 5.965 2.335 3.995 0.0000
H 5.912 3.003 5.630 0.0000
H 5.063 1.491 5.264 0.0000
H 2.889 1.544 4.272 -0.0001
H 2.096 2.809 3.616 0.0000
H 3.448 2.147 2.677 0.0000
H 3.505 7.817 3.544 0.0000
H 4.703 7.086 2.432 0.0000
H 5.040 7.123 4.099 0.0000
H 6.196 4.974 3.346 0.0000
C 3.577 -1.781 3.122 -0.0008
C 3.022 -2.468 4.437 -0.0027
C 3.964 -1.827 5.534 0.0006
C 3.307 -1.776 6.884 -0.0001
C 1.842 -1.238 6.869 0.0002
C 0.933 -2.014 5.875 -0.0003
N 1.605 -1.986 4.564 -0.0011
O 0.737 -2.476 3.545 -0.0001
C 0.472 -3.372 6.512 0.0002
C -0.298 -1.153 5.677 0.0002
C 3.183 -4.006 4.475 0.0019
H 2.815 -1.990 2.371 -0.0001
H 4.504 -2.184 2.715 -0.0003
H 3.763 -0.707 3.114 0.0005
H 4.914 -2.360 5.493 0.0001
H 4.226 -0.796 5.297 -0.0002
H 4.029 -1.304 7.550 0.0000
H 3.251 -2.786 7.290 0.0000
H 1.871 -0.150 6.923 0.0000
H 1.566 -1.446 7.903 0.0000
H -0.153 -4.064 5.948 0.0001
H 1.385 -3.929 6.721 0.0000
H 0.121 -3.172 7.524 0.0000
H -1.071 -1.636 5.079 0.0000
H -0.861 -0.916 6.580 0.0000
H -0.204 -0.203 5.151 0.0000
H 2.335 -4.486 3.987 -0.0011
H 3.115 -4.257 5.533 0.0001
H 4.101 -4.410 4.048 -0.0002
H 0.947 -1.815 2.881 0.0004
O -3.134 -2.682 -1.738 0.0000
H -3.823 -2.031 -1.608 0.0000
H -2.500 -2.502 -1.044 0.0000
O -5.610 2.864 -3.335 0.0000
H -5.231 2.372 -4.064 0.0000
H -5.661 2.230 -2.619 0.0000
O -6.424 1.477 -0.373 0.0000
H -7.356 1.690 -0.435 0.0000
H -6.012 2.290 -0.079 0.0000
O -3.407 -2.146 1.578 0.0000
H -3.648 -1.801 2.437 0.0000
H -4.197 -2.044 1.048 0.0000
O -4.232 -0.235 -2.959 0.0000
H -4.014 0.074 -3.839 0.0000
H -5.143 0.029 -2.832 0.0000
O -5.903 -1.344 0.309 0.0000
H -6.557 -1.299 1.006 0.0000
H -5.798 -0.438 0.020 0.0000
```

Results
* relative energy (zero: lowest compared OMol25 entry of this formula, charge and spin): 6.55 kcal/mol
* energy: -104709.934 eV
* net charge: +1
* spin multiplicity: 2